{"formula": "C25H35FGaN5OS", "method": "the ωB97M-V functional and the def2-TZVPD basis", "elements": ["Ga", "C", "C", "C", "C", "C", "C", "C", "C", "C", "C", "C", "C", "N", "C", "C", "C", "C", "C", "C", "F", "H", "H", "H", "H", "H", "H", "H", "H", "H", "H", "H", "H", "H", "H", "H", "H", "H", "H", "H", "H", "H", "N", "C", "N", "C", "C", "O", "C", "C", "H", "H", "H", "H", "H", "H", "H", "H", "C", "N", "C", "N", "S", "H", "H", "H", "H", "H", "H"], "xyz": [[0.0913, -0.8501, -0.0506], [-2.5905, -3.0491, -2.0229], [-3.2757, -1.8008, -1.4431], [-4.7886, -2.0233, -1.3522], [-2.9073, -0.5986, -2.2909], [-3.3696, -0.5126, -3.5909], [-2.9275, 0.4850, -4.4479], [-1.9751, 1.4011, -4.0291], [-1.4586, 1.3595, -2.7471], [-0.5202, 2.4462, -2.2704], [-1.3314, 3.7113, -1.9554], [0.5972, 2.7469, -3.2691], [-1.9758, 0.3822, -1.8490], [-1.5513, 0.4561, -0.5233], [-2.4727, 0.5502, 0.4840], [-3.8032, 0.9841, 0.3029], [-4.6222, 1.1910, 1.3932], [-4.1642, 0.9597, 2.6878], [-2.8528, 0.5379, 2.9003], [-2.0516, 0.3726, 1.8088], [-0.7509, -0.0330, 1.9594], [-2.8106, -3.9148, -1.3978], [-1.5055, -2.9231, -2.0700], [-2.9505, -3.2549, -3.0306], [-2.8964, -1.6670, -0.4281], [-5.2138, -2.2321, -2.3333], [-5.2989, -1.1561, -0.9330], [-4.9930, -2.8811, -0.7118], [-4.0774, -1.2455, -3.9548], [-3.3211, 0.5378, -5.4543], [-1.6385, 2.1650, -4.7177], [-0.0582, 2.1066, -1.3418], [-1.8646, 4.0500, -2.8439], [-0.6719, 4.5170, -1.6294], [-2.0631, 3.5245, -1.1665], [0.2089, 3.1821, -4.1897], [1.1543, 1.8452, -3.5237], [1.2907, 3.4689, -2.8349], [-4.1507, 1.2017, -0.6973], [-5.6315, 1.5450, 1.2334], [-4.8201, 1.1194, 3.5318], [-2.4719, 0.3528, 3.8956], [1.4354, -1.4207, 1.5269], [2.3647, -1.7635, 2.1327], [3.3867, -2.1599, 2.8145], [4.7373, -2.0314, 2.2309], [5.6203, -3.1531, 2.7657], [5.5939, -3.1607, 4.1733], [4.3077, -3.4798, 4.6591], [3.2963, -2.4082, 4.2681], [5.1649, -1.0696, 2.5301], [4.6596, -2.0845, 1.1455], [6.6511, -2.9812, 2.4623], [5.2844, -4.1181, 2.3667], [4.3787, -3.5346, 5.7427], [3.9855, -4.4535, 4.2703], [3.5108, -1.4802, 4.8037], [2.2887, -2.7406, 4.5110], [4.4322, 2.7665, 0.6047], [3.8899, 1.6295, -0.1307], [2.6026, 1.3386, -0.2067], [1.7317, 2.0866, 0.4736], [2.1260, 0.0208, -1.2080], [5.5159, 2.7118, 0.5904], [4.1027, 2.7399, 1.6447], [4.1328, 3.7141, 0.1520], [4.5171, 1.0947, -0.7105], [2.0228, 2.9319, 0.9395], [0.7448, 1.9479, 0.3509]], "total_charge": 2, "largest_force_ev_per_a": 1.7, "e_homo_ha": [-0.50998, -0.51190], "de_lowest_kcal_mol": 43.8}